Record 1
3 unconnected molecules or ions with the total composition C25H67N8O5P3, computed with wB97M-V/def2-TZVPD.

Element x y z (Å)
C: 2.1145 -4.0286 0.6017
O: 3.2726 -3.2485 0.4083
C: 3.1792 -2.3720 -0.7213
C: 2.4735 -1.0847 -0.2814
C: 1.6852 -0.3913 -1.4098
C: 0.2034 -0.1726 -1.0992
C: -0.0939 0.4332 0.2943
C: -0.6162 -0.6106 1.3021
C: -1.6513 -0.0687 2.2922
C: -2.9298 0.5012 1.6607
C: -4.0624 -0.5219 1.5640
C: -3.9308 -1.5745 0.4294
C: -3.7616 -3.0139 0.9713
C: -2.8017 -3.8720 0.1535
P: -3.3108 -4.0797 -1.5978
N: -4.7905 -4.9802 -1.1495
O: -1.8377 -3.1864 -2.1039
N: -1.7203 -3.1370 -3.4812
O: -1.7608 -2.0337 -3.9013
H: 2.3760 -5.0868 0.5419
H: 1.6804 -3.8701 1.5915
H: 1.3257 -3.8189 -0.1237
H: 2.6504 -2.8808 -1.5300
H: 4.2049 -2.1650 -1.0122
H: 3.2303 -0.4026 0.0978
H: 1.8381 -1.3498 0.5585
H: 1.7639 -1.0303 -2.2903
H: 2.1602 0.5512 -1.6768
H: -0.2240 0.4839 -1.8567
H: -0.3066 -1.1226 -1.2315
H: 0.8489 0.8372 0.6623
H: -0.7734 1.2710 0.1659
H: -1.0028 -1.4821 0.7834
H: 0.2413 -0.9313 1.8930
H: -1.1794 0.6362 2.9736
H: -1.9577 -0.9098 2.9185
H: -2.7657 1.0214 0.7189
H: -3.3059 1.2541 2.3567
H: -4.2297 -0.9873 2.5327
H: -4.9707 0.0447 1.3559
H: -4.8565 -1.5648 -0.1405
H: -3.0935 -1.3059 -0.2123
H: -4.7390 -3.4921 0.9637
H: -3.4334 -2.9895 2.0079
H: -2.6958 -4.8789 0.5570
H: -1.8053 -3.4463 0.1540
H: -4.1009 -3.1235 -2.2478
H: -2.8138 -5.2031 -2.2914
H: -5.1308 -5.4633 -1.9757
H: -4.5431 -5.6891 -0.4654
C: -4.8086 6.2184 2.8233
N: -4.9701 4.7954 2.6426
C: -4.4384 4.3873 1.3493
P: -6.3134 3.8320 3.1578
O: -5.4192 2.6493 3.5144
N: -6.8532 4.1820 4.7824
C: -5.9736 4.9058 5.6906
C: -7.3717 2.9924 5.4610
N: -7.4211 5.0586 2.4430
C: -8.0516 6.0953 3.2390
C: -8.4435 4.4319 1.5782
H: -5.4365 6.8169 2.1442
H: -3.7670 6.4859 2.6315
H: -5.0064 6.5320 3.8454
H: -5.0616 4.7553 0.5180
H: -4.3842 3.2991 1.2814
H: -3.4240 4.7664 1.2135
H: -4.9421 4.5336 5.6766
H: -6.3521 4.8326 6.7113
H: -5.9704 5.9751 5.4718
H: -6.5699 2.3605 5.8568
H: -7.9713 2.3842 4.7805
H: -8.0157 3.2938 6.2902
H: -8.7658 5.7109 3.9723
H: -8.5891 6.7591 2.5557
H: -7.3168 6.7120 3.7512
H: -9.1880 3.8729 2.1579
H: -7.9656 3.7351 0.8812
H: -8.9590 5.1821 0.9771
C: 8.3220 -3.7035 -2.5775
N: 7.3209 -2.8292 -3.1438
C: 6.4117 -3.5803 -4.0018
P: 7.5632 -1.2101 -3.6654
O: 6.2453 -0.6194 -3.1831
N: 8.5004 -0.2443 -2.5346
C: 8.6484 -0.6922 -1.1565
C: 8.0987 1.1635 -2.5379
N: 9.1078 -1.5549 -4.5189
C: 10.4102 -1.3169 -3.9241
C: 9.1018 -1.0026 -5.8892
H: 9.0274 -4.0965 -3.3257
H: 7.8255 -4.5564 -2.1100
H: 8.8892 -3.2246 -1.7836
H: 6.9079 -3.9194 -4.9243
H: 5.5523 -2.9674 -4.2805
H: 6.0241 -4.4548 -3.4771
H: 7.7054 -1.0333 -0.7112
H: 9.0450 0.1176 -0.5417
H: 9.3899 -1.4899 -1.0756
H: 7.1965 1.3384 -1.9432
H: 7.9012 1.5116 -3.5538
H: 8.9062 1.7758 -2.1288
H: 10.6232 -0.2608 -3.7442
H: 11.1666 -1.7048 -4.6136
H: 10.5335 -1.8664 -2.9932
H: 9.1686 0.0920 -5.8916
H: 8.1761 -1.2854 -6.4017
H: 9.9281 -1.4053 -6.4766

Calculated values
SMILES string = COCCCCCCCCCCCC[PH2](N)ON=O.CN(C)P(=O)(N(C)C)N(C)C.CN(C)P(=O)(N(C)C)N(C)C
Net charge = 0
Highest occupied orbital energy = -7.993 eV
LUMO = -0.74 eV
Frontier orbital gap = 0.26645 Ha

Record 2
2 unconnected molecules or ions with the total composition C8H16N3, computed with wB97M-V/def2-TZVPD.

Element x y z (Å)
C: -0.8732 0.2717 -2.0032
C: 1.5074 -1.4279 -0.2174
C: 2.1339 -0.2203 0.5903
C: -0.5846 2.0406 0.7546
C: -1.5327 1.2110 1.5128
C: 1.0534 -1.0597 1.0982
C: -0.8172 0.5740 0.4171
C: 0.6878 -1.6049 2.3279
N: -1.4061 -0.4940 -2.9818
N: 0.1590 1.1380 -2.2427
N: -1.3708 0.2058 -0.7762
H: 0.8838 -1.1368 -1.0782
H: 1.9917 -2.3574 -0.1911
H: 3.1260 -0.3004 1.0809
H: 1.9336 0.8871 0.5572
H: -1.0497 2.7212 0.1251
H: 0.3563 2.2384 1.1574
H: -1.4148 0.9855 2.5751
H: -2.5275 1.2113 1.2058
H: 1.4563 -2.2638 2.6762
H: -0.0072 -2.4640 2.2337
H: 0.5414 -0.9540 3.2156
H: -1.0630 -0.5030 -4.0199
H: -2.3450 -0.8317 -2.8411
H: 0.6410 1.3234 -3.1070
H: 0.7662 1.1728 -1.4606
H: -2.2459 -0.3628 -0.6086

Calculated values
Net charge = +1
Highest occupied orbital energy (spin up / spin down) = -10.922 / -10.769 eV
LUMO (spin up / spin down) = -3.26 / -3.48 eV
Frontier orbital gap (spin up / spin down) = 0.28158 / 0.26770 Ha

Record 3
2 unconnected molecules or ions with the total composition H2N2O4S, computed with wB97M-V/def2-TZVPD.

Element x y z (Å)
N: -1.2078 -0.4211 1.0446
N: 1.6807 1.2189 -0.4999
O: 1.5130 2.0900 -1.2800
O: 2.6411 0.7727 -0.0120
O: -0.2652 -2.2587 -0.2585
O: -1.5816 -0.3363 -1.4480
S: -0.6505 -0.8977 -0.5110
H: -1.2056 0.6977 1.0423
H: -0.9241 -0.8655 1.9226

Calculated values
Net charge = 0
Highest occupied orbital energy (spin up / spin down) = -10.838 / -9.704 eV
LUMO (spin up / spin down) = -2.03 / -2.02 eV
Frontier orbital gap (spin up / spin down) = 0.32383 / 0.28223 Ha

Record 4
A single C16H20N2O3 molecule, computed with wB97M-V/def2-TZVPD.

Element x y z (Å)
C: -7.0999 -1.2118 0.7408
O: -6.3995 -0.7502 -0.3910
C: -5.1316 -0.2993 -0.2352
C: -4.4400 -0.2528 0.9728
C: -3.1475 0.2324 1.0041
C: -2.5099 0.6645 -0.1543
C: -1.1205 1.1585 -0.0292
O: -0.6537 1.6333 0.9868
N: -0.3710 1.0865 -1.1751
N: 0.9795 1.4278 -1.1421
C: 1.9239 0.4823 -0.8099
C: 1.6765 -0.8433 -0.8302
C: 2.6950 -1.8381 -0.5689
O: 2.4558 -3.0312 -0.5465
C: 4.1002 -1.3061 -0.3532
C: 4.1310 0.0713 0.3131
C: 3.5589 -0.0121 1.7295
C: 5.5722 0.5811 0.3801
C: 3.2896 1.0325 -0.5384
C: -3.2093 0.6263 -1.3612
C: -4.5015 0.1549 -1.3985
H: -8.0779 -1.5201 0.3750
H: -7.2252 -0.4194 1.4851
H: -6.5989 -2.0692 1.2005
H: -4.8979 -0.5873 1.8899
H: -2.6059 0.2791 1.9367
H: -0.6565 0.5244 -1.9626
H: 1.1168 2.3462 -0.7325
H: 0.6816 -1.2266 -1.0056
H: 4.6605 -2.0368 0.2324
H: 4.5699 -1.2453 -1.3403
H: 2.5240 -0.3438 1.7120
H: 4.1328 -0.7165 2.3266
H: 3.5991 0.9608 2.2149
H: 5.6068 1.5705 0.8312
H: 6.1817 -0.0890 0.9813
H: 6.0103 0.6413 -0.6141
H: 3.2062 1.9990 -0.0351
H: 3.7928 1.2022 -1.4961
H: -2.7601 0.9965 -2.2708
H: -5.0582 0.1275 -2.3218

Calculated values
SMILES string = COc1ccc(C(=O)NNC2=CC(=O)CC(C)(C)C2)cc1
Net charge = 0
Highest occupied orbital energy = -8.654 eV
LUMO = 0.67 eV
Frontier orbital gap = 0.34281 Ha

Record 5
A molecular structure, C36H33BBrGeNO7Sn, computed with wB97M-V/def2-TZVPD.

Element x y z (Å)
Sn: 14.3147 11.5166 12.4527
O: 17.5774 14.3755 16.7455
C: 18.7495 14.2685 16.0179
O: 19.8519 14.3810 16.5037
C: 18.3927 13.7240 14.6159
O: 17.1324 14.1790 14.2492
C: 16.8901 14.3520 12.8515
C: 15.3064 14.5391 12.8722
O: 14.8187 15.6905 12.8153
O: 14.5774 13.4623 13.1003
H: 17.9138 14.7060 17.5910
H: 19.2713 13.9732 13.9740
H: 18.5282 12.5936 14.7396
H: 17.2971 15.2215 12.3721
H: 17.1171 13.3447 12.3167
Br: 14.3365 8.2455 12.3745
C: 13.5048 8.4521 14.0363
C: 12.7201 7.3169 14.4015
C: 12.2008 7.2884 15.7160
C: 12.6727 8.2896 16.6104
C: 13.3903 9.4362 16.2145
C: 13.8450 10.3613 17.1619
C: 14.5496 11.5087 16.7718
C: 14.6723 11.7702 15.4042
C: 14.2808 10.7996 14.4234
C: 13.7290 9.5893 14.8217
H: 12.5465 6.4819 13.6809
H: 11.5936 6.4827 16.0586
H: 12.4226 8.1515 17.6784
H: 13.6455 10.1534 18.2588
H: 15.0127 12.1378 17.6021
H: 15.0594 12.7126 15.1094
O: 11.8171 12.8206 10.2276
C: 11.5576 14.0564 10.7396
O: 10.8749 14.3150 11.6750
C: 12.1128 15.0866 9.7024
C: 12.5053 16.5141 10.1552
Ge: 11.6191 18.1896 9.5000
C: 11.9793 18.2504 7.6202
C: 13.2311 18.6223 7.1196
C: 13.5608 18.4531 5.7520
C: 12.5748 18.0178 4.8569
C: 11.2760 17.8193 5.3262
C: 11.0252 17.8581 6.7382
C: 9.6466 18.1735 9.5748
C: 8.7639 18.9134 8.7407
C: 7.3612 18.7164 8.8664
C: 6.7987 17.7259 9.6940
C: 7.6642 16.9749 10.4632
C: 9.0263 17.2090 10.4051
C: 12.0788 19.8254 10.3555
C: 11.5482 21.0678 10.0290
C: 12.0544 22.1458 10.6280
C: 12.9656 22.1231 11.6858
C: 13.5424 20.8732 12.0392
C: 13.0537 19.7644 11.4297
H: 11.3410 15.2376 8.8306
H: 13.0170 14.6209 9.2308
H: 13.5859 16.7932 9.9947
H: 12.3271 16.6689 11.2411
H: 13.9635 19.1089 7.7643
H: 14.5608 18.6276 5.3216
H: 12.7898 17.7202 3.8200
H: 10.4498 17.7131 4.6831
H: 10.0238 17.8021 7.1135
H: 9.1722 19.7264 8.1717
H: 6.7124 19.2018 8.1355
H: 5.7303 17.5600 9.6801
H: 7.2892 16.3625 11.2486
H: 9.6991 16.7426 11.0684
H: 10.7858 21.3216 9.2922
H: 11.8145 23.0798 10.1701
H: 13.1458 23.1107 12.2081
H: 14.3180 20.7531 12.7717
H: 13.4327 18.7760 11.6992
B: 10.2132 10.8351 10.8982
C: 11.4391 11.8191 11.1778
N: 12.1403 11.5991 12.2203
H: 9.7395 11.4243 9.9050
H: 10.5592 9.6956 10.7924
H: 9.2273 10.9578 11.5780

Calculated values
Net charge = 0
Highest occupied orbital energy (spin up / spin down) = -8.648 / -8.648 eV
LUMO (spin up / spin down) = -3.87 / -3.88 eV
Frontier orbital gap (spin up / spin down) = 0.17550 / 0.17540 Ha

Record 6
A molecular structure, C29H24Br2Cl2F6FeN3O4, computed with wB97M-V/def2-TZVPD.

Element x y z (Å)
Fe: -0.3068 0.2319 0.1378
Br: 1.0935 -2.4304 1.9368
C: 2.7641 -1.8265 1.2864
C: 3.8106 -2.6623 1.5592
C: 5.1197 -2.3060 1.2002
C: 5.3295 -1.1063 0.5957
C: 4.2536 -0.2327 0.3045
C: 4.5553 0.9963 -0.3279
C: 3.5569 1.8581 -0.6382
C: 2.2168 1.5096 -0.3611
C: 1.8302 0.3278 0.2415
C: 2.8981 -0.5683 0.6246
H: 3.6239 -3.5953 2.0722
H: 5.9407 -2.9751 1.4214
H: 6.3301 -0.7931 0.3228
H: 5.5905 1.2246 -0.5514
H: 3.7740 2.8047 -1.1188
H: 1.4623 2.2126 -0.6795
C: -4.1795 -0.7896 -2.0956
C: -2.9655 -1.1862 -1.3080
O: -2.1939 -0.3355 -0.8689
N: -2.7426 -2.4978 -1.1303
C: -1.5871 -2.9460 -0.3656
C: -0.3331 -2.8266 -1.1910
C: 0.1320 -3.9076 -1.9233
C: 1.2469 -3.7527 -2.7303
C: 1.8512 -2.5104 -2.7854
C: 1.3284 -1.4826 -2.0203
N: 0.2613 -1.6266 -1.2291
H: -4.5795 0.1289 -1.6760
H: -4.9446 -1.5644 -2.1053
H: -3.8672 -0.5801 -3.1200
H: -3.3786 -3.1650 -1.5295
H: -1.7502 -3.9752 -0.0522
H: -1.5105 -2.3304 0.5281
H: -0.3768 -4.8599 -1.8487
H: 1.6344 -4.5857 -3.3023
H: 2.7199 -2.3255 -3.4011
H: 1.7824 -0.5018 -2.0370
Cl: 1.9034 0.1953 -5.2865
C: 0.1314 0.1089 -5.2629
Cl: -0.5290 0.4958 -3.6751
H: -0.1555 -0.9018 -5.5280
H: -0.2457 0.8291 -5.9789
Br: -1.3343 2.7458 7.3081
C: -1.5990 1.3129 6.1070
C: -2.2187 0.1522 6.5504
N: -2.4392 -0.8927 5.7600
C: -2.0495 -0.8019 4.4923
C: -1.4184 0.3181 3.9681
C: -1.1790 1.4052 4.7959
C: -0.9843 0.3527 2.5483
O: -1.4321 -0.5148 1.7323
O: -0.1775 1.2169 2.1431
H: -2.5447 0.0687 7.5804
H: -2.2424 -1.6558 3.8548
H: -0.6764 2.2829 4.4136
C: -0.5863 3.9381 0.4821
C: -1.2959 3.0455 -0.5444
O: -0.6323 1.8543 -0.7127
C: -2.7585 2.8290 -0.0859
F: -3.3625 3.9868 0.2337
F: -3.5318 2.2352 -1.0058
F: -2.7811 2.0557 1.0111
C: -1.2800 3.7834 -1.9055
F: -0.0146 3.9250 -2.3289
F: -1.8083 5.0180 -1.8069
F: -1.9500 3.1470 -2.8721
H: -0.4490 3.3651 1.3955
H: -1.1444 4.8482 0.6884
H: 0.3956 4.2023 0.0942

Calculated values
Net charge = 0
Highest occupied orbital energy (spin up / spin down) = -7.893 / -7.869 eV
Spin multiplicity = 6
LUMO (spin up / spin down) = 0.10 / -0.31 eV
Frontier orbital gap (spin up / spin down) = 0.29373 / 0.27762 Ha

Number 1 is which compound? C25H67N8O5P3